# C26H42ClN4O4PSi

C26H42ClN4O4PSi as an isolated structure (ωB97M-V/def2-TZVPD, the OMol25 dataset).

Calculated values
E_HOMO (Eh): -0.3028
Calculated total energy (hartree): -2627.116000
Frontier orbital gap (eV): 8.71
LUMO (eV): 0.47

Atoms and positions in Å:
C 2.62 -0.01 3.28
C 2.38 0.98 2.13
Cl 1.69 2.49 2.80
C 3.71 1.28 1.47
O 3.72 2.20 0.38
P 2.74 2.10 -0.87
O 3.28 2.76 -2.06
O 2.44 0.54 -1.04
C 3.48 -0.29 -1.61
C 2.80 -1.51 -2.24
C 3.12 -2.81 -1.50
C 2.57 -2.88 -0.09
N 1.12 -2.94 -0.01
C 0.44 -2.67 1.14
C -0.89 -2.81 0.90
C -1.03 -3.19 -0.46
C 0.23 -3.28 -0.98
O 1.36 2.63 -0.34
Si -0.18 2.16 -0.89
C -0.20 2.29 -2.74
C -0.69 0.48 -0.28
C -1.37 3.39 -0.18
H 3.48 -0.64 3.05
H 1.76 -0.68 3.38
H 2.77 0.51 4.22
H 1.67 0.54 1.44
H 4.36 1.72 2.23
H 4.19 0.35 1.16
H 4.06 0.29 -2.33
H 4.14 -0.62 -0.80
H 3.12 -1.61 -3.28
H 1.73 -1.31 -2.24
H 2.73 -3.65 -2.09
H 4.20 -2.95 -1.44
H 3.03 -3.71 0.45
H 2.86 -1.96 0.45
H 0.93 -2.38 2.06
H -1.69 -2.64 1.61
H -1.94 -3.38 -0.99
H 0.54 -3.55 -1.98
H 0.64 1.79 -3.23
H -0.14 3.35 -2.99
H -1.15 1.91 -3.15
H -0.55 0.37 0.80
H -0.19 -0.35 -0.78
H -1.76 0.40 -0.49
H -2.36 3.19 -0.60
H -1.09 4.42 -0.39
H -1.45 3.25 0.90
N -3.90 -0.59 1.11
C -4.28 -1.40 0.08
C -5.64 -1.55 0.14
C -6.09 -0.80 1.26
C -5.00 -0.22 1.84
H -2.95 -0.32 1.30
H -3.55 -1.79 -0.61
H -6.24 -2.13 -0.54
H -7.11 -0.70 1.60
H -4.90 0.42 2.70
N 7.90 3.89 3.45
C 8.39 2.65 3.12
C 7.70 2.21 2.02
C 6.76 3.23 1.67
C 6.91 4.25 2.57
H 8.22 4.45 4.21
H 9.18 2.20 3.69
H 7.85 1.27 1.52
H 6.06 3.21 0.86
H 6.40 5.19 2.66
N -8.53 -2.54 -2.71
C -8.96 -1.79 -3.77
C -9.88 -0.90 -3.29
C -10.00 -1.12 -1.89
C -9.15 -2.14 -1.56
H -7.85 -3.28 -2.77
H -8.58 -1.96 -4.76
H -10.41 -0.16 -3.88
H -10.64 -0.58 -1.20
H -8.94 -2.61 -0.62